Arrangement one

{"formula": "C40H43GeN3PtSSb2", "method": "the ωB97M-V functional and the def2-TZVPD basis", "species": ["Pt", "C", "C", "C", "C", "C", "C", "N", "Sb", "C", "C", "C", "C", "C", "C", "N", "C", "C", "C", "C", "C", "C", "N", "H", "H", "H", "H", "H", "H", "H", "H", "H", "H", "H", "H", "H", "H", "H", "H", "H", "H", "S", "Sb", "C", "C", "C", "C", "C", "C", "C", "C", "C", "C", "C", "C", "C", "C", "C", "C", "C", "C", "H", "H", "H", "H", "H", "H", "H", "H", "H", "H", "H", "H", "H", "H", "H", "C", "Ge", "C", "C", "C", "H", "H", "H", "H", "H", "H", "H", "H", "H", "H"], "xyz": [[0.06240, 0.47340, 0.18420], [1.97440, 3.65230, 0.57980], [1.77180, 3.08700, -0.79000], [2.73350, 3.18140, -1.78430], [2.47530, 2.63770, -3.03570], [1.22970, 2.07240, -3.26680], [0.30900, 2.04980, -2.23630], [0.58730, 2.50580, -1.01420], [-1.79750, 1.63890, -2.56650], [-2.34280, 2.02500, -0.47000], [-3.45330, 2.81810, -0.27300], [-3.94920, 3.01210, 1.01110], [-3.28240, 2.39130, 2.06250], [-2.17130, 1.61420, 1.81180], [-1.41230, 0.93050, 2.90400], [-1.70660, 1.43270, 0.55640], [-1.70530, -0.51470, -2.25200], [-1.83300, -1.43730, -3.27350], [-1.94190, -2.77870, -2.93180], [-1.95140, -3.12830, -1.58970], [-1.78620, -2.14020, -0.62990], [-1.75820, -2.41980, 0.83580], [-1.65930, -0.85930, -0.97660], [3.03100, 3.72910, 0.82240], [1.47240, 3.01070, 1.30550], [1.52690, 4.64500, 0.63710], [3.67220, 3.67110, -1.57460], [3.21880, 2.67800, -3.81960], [0.97300, 1.65860, -4.23200], [-3.94770, 3.26180, -1.12720], [-4.83650, 3.60010, 1.18550], [-3.63620, 2.49880, 3.07490], [-1.93890, 0.99710, 3.85240], [-0.42810, 1.39590, 3.00990], [-1.25200, -0.12020, 2.65410], [-1.84830, -1.10750, -4.30390], [-2.04000, -3.54580, -3.68710], [-2.10200, -4.15380, -1.28700], [-1.85770, -3.48340, 1.03320], [-2.56120, -1.87730, 1.33380], [-0.79800, -2.06720, 1.22730], [1.67990, -1.15400, -0.55340], [1.05510, -4.45670, -0.03350], [3.00320, -4.69130, -0.93000], [4.00470, -3.83600, -0.49650], [5.24620, -3.83440, -1.10530], [5.49030, -4.67460, -2.17880], [4.49270, -5.52500, -2.62210], [3.25660, -5.53630, -1.99740], [1.44680, -5.45520, 1.85770], [2.71800, -5.86500, 2.22320], [2.97810, -6.29420, 3.51400], [1.96490, -6.32240, 4.45600], [0.68790, -5.92340, 4.10020], [0.43820, -5.48300, 2.81170], [0.00310, -6.01310, -1.11960], [-0.11850, -5.86650, -2.49590], [-0.98250, -6.66920, -3.21890], [-1.75950, -7.61100, -2.56490], [-1.65040, -7.75840, -1.19340], [-0.77230, -6.96350, -0.47620], [3.80520, -3.15630, 0.32110], [6.01940, -3.16690, -0.75060], [6.45370, -4.66550, -2.66860], [4.67210, -6.17840, -3.46490], [2.48950, -6.21090, -2.35270], [3.52120, -5.83520, 1.49880], [3.97940, -6.59300, 3.79340], [2.17140, -6.65160, 5.46490], [-0.10450, -5.93650, 4.83790], [-0.55990, -5.14680, 2.55590], [0.45840, -5.10360, -3.00690], [-1.06240, -6.54830, -4.29110], [-2.44560, -8.23080, -3.12310], [-2.27040, -8.47830, -0.67720], [-0.68950, -7.08540, 0.59540], [2.72260, 0.87330, 3.76540], [2.96630, -0.47040, 2.31140], [2.39410, -2.23840, 3.02490], [4.91260, -0.57930, 1.87560], [2.09070, 0.10540, 0.62280], [3.44180, 0.68190, 4.55570], [1.72910, 0.81510, 4.19720], [2.87800, 1.88180, 3.39560], [2.42280, -2.23050, 4.11090], [3.05990, -3.02440, 2.68110], [1.38760, -2.49720, 2.71040], [5.46990, -1.06800, 2.66860], [5.33280, 0.40880, 1.71210], [5.04060, -1.14970, 0.96070], [2.70580, 0.86740, 0.13430]], "mulliken_charge": [-0.531, -0.942, -0.027, -0.443, -0.647, -0.634, 0.580, -0.028, 0.691, 0.395, -0.832, -0.469, -0.820, 1.043, -1.378, 0.220, 0.139, -1.073, -0.492, -0.466, 0.205, -0.552, 0.221, 0.382, -0.015, 0.351, 0.449, 0.425, 0.405, 0.432, 0.409, 0.471, 0.445, 0.152, 0.121, 0.407, 0.526, 0.586, 0.254, 0.365, -0.266, -0.378, 0.815, 0.217, -0.017, -0.683, -0.552, -0.672, -0.357, 0.300, -0.457, -0.671, -0.541, -0.697, -0.108, -0.003, -0.423, -0.798, -0.602, -0.550, -0.282, -0.024, 0.456, 0.374, 0.394, 0.481, 0.455, 0.401, 0.392, 0.409, 0.290, 0.619, 0.434, 0.391, 0.413, 0.361, -1.318, 0.819, -1.142, -1.291, -0.043, 0.446, 0.325, 0.333, 0.529, 0.344, 0.126, 0.395, 0.412, 0.278, 0.342], "orbital_gap_ev": 6.3, "e_homo_ev": -6.17, "multiplicity": 1, "lumo_energy_ha": 0.0031}



Arrangement two

{"formula": "C40H43GeN3PtSSb2", "method": "the ωB97M-V functional and the def2-TZVPD basis", "species": ["Pt", "C", "C", "C", "C", "C", "C", "N", "Sb", "C", "C", "C", "C", "C", "C", "N", "C", "C", "C", "C", "C", "C", "N", "H", "H", "H", "H", "H", "H", "H", "H", "H", "H", "H", "H", "H", "H", "H", "H", "H", "H", "S", "Sb", "C", "C", "C", "C", "C", "C", "C", "C", "C", "C", "C", "C", "C", "C", "C", "C", "C", "C", "H", "H", "H", "H", "H", "H", "H", "H", "H", "H", "H", "H", "H", "H", "H", "C", "Ge", "C", "C", "C", "H", "H", "H", "H", "H", "H", "H", "H", "H", "H"], "xyz": [[-0.96995, 2.08392, -0.00139], [1.47029, 5.77638, -0.17847], [0.98063, 5.14903, -1.45088], [1.83529, 4.86980, -2.51421], [1.32598, 4.27313, -3.64871], [-0.02028, 3.95447, -3.69938], [-0.79898, 4.24672, -2.59087], [-0.31979, 4.84960, -1.49492], [-2.88973, 3.81062, -2.46352], [-3.10793, 4.25153, -0.38857], [-4.08190, 5.19822, -0.10012], [-4.30517, 5.57509, 1.21497], [-3.54934, 4.98294, 2.20248], [-2.59036, 4.03444, 1.85704], [-1.72384, 3.39715, 2.89090], [-2.37765, 3.68132, 0.58183], [-2.90987, 1.65939, -2.23650], [-3.30261, 0.85220, -3.28974], [-3.44281, -0.51239, -3.07634], [-3.26190, -1.01499, -1.80338], [-2.88837, -0.15525, -0.77512], [-2.72309, -0.63867, 0.63104], [-2.66937, 1.14918, -1.00907], [2.54335, 5.63643, -0.04974], [0.94343, 5.32725, 0.66325], [1.26335, 6.84885, -0.17354], [2.88824, 5.10949, -2.44199], [1.97522, 4.04559, -4.48493], [-0.44266, 3.46781, -4.56946], [-4.65599, 5.64071, -0.90378], [-5.05436, 6.31792, 1.45742], [-3.68124, 5.24109, 3.24428], [-2.04870, 3.65064, 3.89895], [-0.69995, 3.74198, 2.74380], [-1.70806, 2.31399, 2.75961], [-3.49872, 1.28098, -4.26413], [-3.71576, -1.17036, -3.89188], [-3.38943, -2.06947, -1.59806], [-2.97567, -1.69477, 0.71368], [-3.37225, -0.06279, 1.29399], [-1.69332, -0.48337, 0.95394], [0.75610, 0.84110, -0.64689], [0.21408, -2.84277, -0.29587], [2.23349, -2.87555, -0.99023], [3.08056, -1.86520, -0.53419], [4.41417, -1.83285, -0.91652], [4.91460, -2.80544, -1.77124], [4.07959, -3.81144, -2.23480], [2.74656, -3.84820, -1.84345], [0.59288, -3.95440, 1.49814], [1.82387, -4.52872, 1.80308], [2.01274, -5.20087, 3.00429], [0.97255, -5.31029, 3.91577], [-0.25897, -4.73987, 3.62593], [-0.44034, -4.05988, 2.42936], [-0.51291, -4.50364, -1.45532], [-0.70724, -4.32883, -2.82652], [-1.27744, -5.32924, -3.60204], [-1.67917, -6.52014, -3.01190], [-1.49935, -6.70450, -1.64894], [-0.91890, -5.70431, -0.87762], [2.69690, -1.08735, 0.11660], [5.05992, -1.04313, -0.55245], [5.95315, -2.77836, -2.07620], [4.46640, -4.57480, -2.89863], [2.10985, -4.65008, -2.19901], [2.64461, -4.45861, 1.09862], [2.97667, -5.64227, 3.22545], [1.12198, -5.83380, 4.85154], [-1.07546, -4.81561, 4.33331], [-1.40393, -3.60187, 2.22592], [-0.40304, -3.40244, -3.30545], [-1.40789, -5.17913, -4.66680], [-2.12780, -7.30087, -3.61290], [-1.80247, -7.63397, -1.18274], [-0.76879, -5.87560, 0.18238], [1.70526, 2.92082, 3.65268], [1.83205, 1.61270, 2.19231], [1.02879, -0.08485, 2.75400], [3.75632, 1.36440, 1.87263], [1.05785, 2.15785, 0.48142], [2.45084, 2.67580, 4.41148], [0.72857, 2.90388, 4.13349], [1.90734, 3.93318, 3.29765], [0.98493, -0.16249, 3.84187], [1.59467, -0.93927, 2.37977], [0.01652, -0.15203, 2.35377], [4.23735, 0.85733, 2.71095], [4.24690, 2.32915, 1.73093], [3.91525, 0.76771, 0.97254], [1.59371, 3.00291, 0.04535]], "mulliken_charge": [0.364, -1.054, 0.256, -0.485, -0.495, -0.636, 0.332, -0.039, 0.705, 0.249, -0.779, -0.584, -0.888, 0.730, -1.003, 0.148, 0.261, -0.895, -0.518, -0.542, 0.566, -0.731, 0.008, 0.342, 0.095, 0.381, 0.415, 0.410, 0.395, 0.402, 0.400, 0.454, 0.430, -0.058, 0.235, 0.393, 0.442, 0.388, 0.387, 0.360, -0.332, -0.596, 1.081, -0.060, 0.341, -0.675, -0.486, -0.716, -0.073, 0.390, -0.243, -0.664, -0.458, -0.657, -0.588, 0.049, -0.370, -0.674, -0.450, -0.606, -0.277, -0.414, 0.411, 0.372, 0.394, 0.379, 0.430, 0.382, 0.359, 0.409, 0.322, 0.473, 0.391, 0.369, 0.384, 0.379, -1.427, 0.717, -0.870, -1.174, -0.287, 0.432, 0.386, 0.380, 0.548, 0.281, -0.124, 0.380, 0.412, 0.201, 0.326], "orbital_gap_ev": 6.8, "e_homo_ev": -6.57, "multiplicity": 1, "lumo_energy_ha": 0.0084}



Stability order, top to bottom: arrangement two, arrangement one



Arrangement one

{"formula": "C12H16N2O", "method": "the ωB97M-V functional and the def2-TZVPD basis", "species": ["C", "C", "C", "C", "N", "C", "N", "H", "H", "H", "H", "H", "H", "H", "H", "C", "C", "C", "C", "C", "O", "C", "C", "H", "H", "H", "H", "H", "H", "H", "H"], "xyz": [[2.07822, -0.26956, -2.36011], [0.99421, -1.31369, -2.69306], [0.26368, -1.84384, -1.47472], [0.64020, -2.66040, -0.44578], [-0.49261, -2.82171, 0.33890], [-1.42287, -1.95993, -0.12940], [-1.03407, -1.38544, -1.23232], [1.97690, 0.61929, -2.98950], [3.10080, -0.65662, -2.40708], [1.93020, 0.16715, -1.37481], [0.29130, -0.88067, -3.39510], [1.48304, -2.17537, -3.13407], [1.51525, -3.26988, -0.29288], [-0.57730, -3.41302, 1.13520], [-2.36330, -1.66278, 0.31280], [0.36685, 3.19596, -1.24094], [0.02146, 2.28202, -0.09994], [-1.25241, 1.82568, 0.21656], [-1.53110, 1.14246, 1.36832], [-0.48890, 0.82283, 2.24685], [-0.60328, 0.16190, 3.43619], [0.82132, 1.07197, 1.87961], [1.06599, 1.79722, 0.71263], [0.46247, 2.71622, -2.21755], [1.36572, 3.63808, -1.09482], [-0.22253, 4.10717, -1.29843], [-2.03193, 1.92528, -0.52595], [-2.54838, 0.80084, 1.50352], [-1.43615, -0.19884, 3.69436], [1.68260, 0.79884, 2.46784], [2.09079, 2.08441, 0.49748]], "mulliken_charge": [-0.703, -0.644, 0.635, -0.681, -0.021, -0.342, -0.503, 0.262, 0.340, 0.007, 0.313, 0.298, 0.434, 0.158, 0.465, -1.438, 0.400, -0.331, -0.568, 0.675, -0.553, -0.659, -0.378, 0.242, 0.371, 0.391, 0.326, 0.450, 0.298, 0.434, 0.324], "orbital_gap_ev": 8.8, "e_homo_ev": -8.19, "multiplicity": 1, "lumo_energy_ha": 0.0223}



Arrangement two

{"formula": "C12H16N2O", "method": "the ωB97M-V functional and the def2-TZVPD basis", "species": ["C", "C", "C", "N", "C", "C", "C", "C", "C", "C", "H", "H", "H", "H", "H", "H", "H", "H", "H", "C", "C", "C", "N", "O", "H", "H", "H", "H", "H", "H", "H"], "xyz": [[-2.89547, 1.16797, -1.12219], [-2.14036, 0.57653, 0.02874], [-2.21245, 1.10801, 1.24368], [-1.45975, 0.40882, 2.21227], [-0.86108, -0.65899, 1.47473], [0.00719, -1.79573, 1.67531], [0.27482, -2.58710, 0.56862], [-0.10833, -2.38925, -0.73955], [-0.95224, -1.35365, -0.91488], [-1.42757, -0.63800, 0.12003], [-3.71801, 0.50336, -1.46102], [-2.36596, 1.62538, -1.94205], [-3.55258, 1.94394, -0.81137], [-2.87438, 1.86123, 1.68097], [-1.12873, 0.69521, 3.14615], [0.40177, -1.96916, 2.62080], [0.57920, -3.59336, 1.04401], [-0.02595, -3.23958, -1.39083], [-1.28039, -1.07269, -1.98408], [2.72904, -0.74455, -0.81158], [1.72831, 0.35868, -0.65058], [2.40780, 1.70425, -0.47995], [1.73277, 2.70843, 0.17127], [3.42685, 1.96124, -1.12048], [3.58930, -0.62497, -0.13582], [2.77225, -0.99088, -1.79651], [2.32088, -1.62156, -0.19695], [1.02206, 0.23865, -1.54664], [1.12252, 0.22431, 0.26539], [2.01542, 3.57288, 0.11162], [0.87307, 2.62059, 0.74086]], "mulliken_charge": [-1.588, 0.862, -0.966, -0.117, -0.439, -0.593, -0.436, -0.541, -0.446, 1.064, 0.359, 0.316, 0.443, 0.434, 0.259, 0.528, 0.191, 0.465, 0.231, -1.294, 0.936, 0.304, -0.312, -0.633, 0.351, 0.366, 0.256, 0.137, -0.474, 0.172, 0.166], "orbital_gap_ev": 8.8, "e_homo_ev": -8.22, "multiplicity": 1, "lumo_energy_ha": 0.0218}



Arrangement three

{"formula": "C12H16N2O", "method": "the ωB97M-V functional and the def2-TZVPD basis", "species": ["C", "C", "C", "N", "C", "C", "C", "C", "C", "C", "H", "H", "H", "H", "H", "H", "H", "H", "H", "C", "C", "C", "N", "O", "H", "H", "H", "H", "H", "H", "H"], "xyz": [[-1.10102, 1.99811, 1.93325], [-0.76985, 1.56907, 0.54414], [0.17036, 2.09688, -0.27705], [0.13104, 1.59833, -1.56210], [-0.91122, 0.70135, -1.57301], [-1.22629, -0.15959, -2.62053], [-2.11462, -1.20169, -2.38904], [-2.82090, -1.20874, -1.19000], [-2.54986, -0.31546, -0.16473], [-1.51261, 0.59992, -0.29010], [-0.39201, 2.72612, 2.32933], [-1.22630, 1.19170, 2.64987], [-2.05641, 2.53236, 1.97964], [0.77608, 2.94041, 0.02998], [0.83302, 1.82936, -2.24696], [-0.76879, -0.09993, -3.60130], [-2.27799, -1.96126, -3.13917], [-3.58424, -1.94287, -0.95696], [-3.05992, -0.27207, 0.79159], [1.42593, -1.58487, -0.43888], [1.68009, -1.88857, 1.03131], [2.52356, -0.92615, 1.83975], [2.59990, 0.37636, 1.40476], [2.96777, -1.27330, 2.91368], [1.67758, -2.44456, -1.05614], [1.83349, -0.66548, -0.85442], [0.36190, -1.37077, -0.59769], [0.73021, -2.03573, 1.54204], [2.21128, -2.83543, 1.14133], [3.31032, 0.97652, 1.74790], [2.19051, 0.65326, 0.51833]], "mulliken_charge": [-1.527, 1.193, -1.329, 0.080, -0.517, -0.571, -0.677, -0.475, -0.469, 1.101, 0.385, 0.317, 0.335, 0.369, 0.213, 0.387, 0.424, 0.357, 0.395, -0.685, -0.333, 0.344, -0.260, -0.645, 0.409, 0.294, -0.097, 0.270, 0.334, 0.216, 0.162], "orbital_gap_ev": 8.8, "e_homo_ev": -8.16, "multiplicity": 1, "lumo_energy_ha": 0.0224}



Stability order, top to bottom: arrangement three, arrangement one, arrangement two